Entry 1:
ORCA calculation (wB97M-V/def2-TZVPD) on a molecular structure, C36H31IN3PRh in a non-equilibrium geometry.

Results
Kohn-Sham gap (spin up / spin down) ... 0.2117 / 0.2239 Eh
LUMO level (spin up / spin down) ... -3.29 / -4.53 eV

```
! wB97M-V def2-TZVPD RIJCOSX def2/J DEFGRID3
* xyz 1 5
H -0.8406 4.3943 2.8485
C 0.2775 -4.4982 -2.9368
H 4.9892 1.5509 -2.2588
C -1.0123 -2.8232 -1.7861
C -2.2328 0.4769 5.3759
C -2.1089 2.3083 3.8741
H 4.6033 -2.2556 0.5170
I 0.8425 -4.1460 1.3392
H -4.8057 -0.3670 1.5370
H 3.1311 -2.7153 -0.3392
H 3.0291 -2.0739 1.3100
C -0.2519 0.6075 -3.1131
C -3.9238 -0.2689 0.9151
H 0.3778 -5.5113 -3.3036
C -1.2171 0.5715 -5.3153
H 0.9505 3.1525 -4.9975
C 2.4020 1.4734 -0.0789
H -1.6994 -4.8128 -2.1753
N 2.4492 0.1681 0.2796
H -1.1548 -2.2257 4.8360
C 3.3203 1.9910 -0.9884
P -0.0756 -0.1609 -1.4530
C 3.5558 -1.9986 0.3638
C 4.2868 1.1703 -1.5298
C -0.2068 2.4259 2.2743
C -1.1245 -0.0820 4.7382
C 1.3184 -3.5929 -3.1010
H -0.5842 2.1304 -6.6456
H -4.9960 0.5576 -0.7516
H -2.6837 -0.0433 6.2097
C 0.0273 -1.9146 -1.9484
C 4.3660 -0.1408 -1.0961
H 1.9906 -1.5824 -2.7524
C -2.6891 -0.6368 1.4442
C -0.2766 3.8031 2.1451
H -1.6667 -0.8679 -3.7936
C -0.4869 1.7030 -5.6565
C 1.2643 3.6668 0.3393
H -2.6459 -1.0207 2.4553
H -2.9871 0.7059 -2.1957
C -4.0332 0.2439 -0.3695
C 1.1912 -2.3040 -2.6130
N -0.5381 0.5119 3.6969
H -2.4911 3.2413 3.4895
H -1.9171 -2.5296 -1.2694
H -3.6358 2.1024 5.3682
C -0.8866 -4.1081 -2.2945
C -1.1009 0.0182 -4.0510
C 0.3651 2.2825 -4.7302
H -1.8719 0.1052 -6.0400
Rh 0.4457 -0.3818 1.2803
C -0.5987 -1.3867 5.2609
H 1.3029 -2.2129 3.0781
H 3.2622 3.0313 -1.2708
C 0.4781 1.7387 -3.4576
C 1.3904 2.2986 0.5714
C -1.6867 -0.0552 -0.6536
H -0.4493 -2.3939 2.7758
C -0.9813 1.7198 3.3135
N 0.6143 1.6914 1.5027
C -1.5430 -0.4757 0.6740
C -2.7534 1.6689 4.9173
H 0.4551 -1.5059 5.0305
H 0.3762 5.4997 1.0082
H 2.2211 -3.8905 -3.6192
H 1.1359 2.1945 -2.7266
H -0.7387 -1.4293 6.3396
C 0.4426 4.4286 1.1370
C 0.5251 -2.2828 2.3163
C -2.9105 0.3368 -1.1803
H 1.8436 4.1375 -0.4402
C 3.4430 -0.6053 -0.1650
H 5.1323 -0.8079 -1.4648
*
```

Entry 2:
ORCA calculation (wB97M-V/def2-TZVPD) on a molecular structure, C36H31MnN3O2S.

Results
Kohn-Sham gap (spin up / spin down) ... 0.2552 / 0.2529 Eh
LUMO level (spin up / spin down) ... -3.97 / -4.14 eV

```
! wB97M-V def2-TZVPD RIJCOSX def2/J DEFGRID3
* xyz 1 5
C 1.0043 1.5250 2.6319
H 4.9292 -1.0728 -3.5668
C 5.1522 2.0604 -1.9132
H 3.0290 1.2628 -5.8126
C -1.1670 0.7600 3.2609
H -5.5276 -1.4269 -2.7807
C -1.0731 3.2264 0.2230
C -1.4979 4.2749 -0.5824
N 0.6928 -1.7033 0.5898
C 2.9984 1.0127 -1.7909
C -6.9564 0.7383 -1.8028
C -1.0488 1.7880 -1.7120
H 2.1620 2.4986 4.1756
H -2.1147 0.2781 3.0413
H 4.1563 -0.9157 -5.1488
H 5.5693 2.4763 -4.6746
C 5.0873 2.4576 -0.5900
C -0.1991 0.8966 2.2734
N 1.8559 1.1448 0.3912
H 3.3398 -3.5427 1.4708
H 0.4001 2.2473 5.8785
H 6.3554 0.9551 -4.2246
H 3.1683 -0.9846 -3.6904
O -7.2567 1.8869 -1.6725
Mn -0.1167 0.2755 0.3130
H -1.7246 1.1324 5.3026
C -5.6173 0.2041 -1.3742
H -5.3885 1.7906 0.0386
H 5.8996 3.0169 -0.1460
H 6.0337 2.3248 -2.4781
H 2.1703 0.4720 -2.2337
C -1.6946 4.0851 -1.9462
H -1.6796 5.2471 -0.1419
H 2.0356 1.1946 -4.3578
C 4.1805 0.9268 -4.0096
C -0.8497 1.9827 -0.3510
C 2.0331 1.6561 1.5814
C -1.4683 2.8431 -2.5181
H -1.6258 2.6900 -3.5779
H -3.2883 -2.1585 -2.0719
C -4.9318 0.9082 -0.3884
C 0.0372 -3.9897 0.8806
O -7.8605 -0.1681 -2.2317
H -7.5301 -1.0637 -2.0989
C 3.9536 2.1252 0.1393
C 5.4685 1.3897 -4.6893
C 1.3508 -4.3196 1.2135
C -3.1125 -0.6247 -0.5766
S 3.5346 2.4853 1.7874
H -0.7445 -4.7362 0.8596
H -2.0289 4.9102 -2.5609
C 1.2275 2.0134 3.9172
C 2.9220 1.4019 -0.4596
C -3.7687 -1.3254 -1.5756
C 4.1188 1.3437 -2.5389
C 0.2391 1.8719 4.8771
C -0.2385 -2.6749 0.5689
H 3.0039 2.6309 -4.6933
H -2.4045 -2.9726 0.1975
C -0.9556 1.2430 4.5486
H -3.1271 1.0482 0.7686
C 4.1036 -0.6031 -4.1045
C 1.9425 -2.0221 0.9095
H -0.9005 0.8082 -2.1710
C -3.6751 0.4983 0.0154
H -0.9203 3.3814 1.2836
H 1.6092 -5.3411 1.4572
C -5.0324 -0.9056 -1.9706
C 2.3103 -3.3278 1.2222
N -1.7938 -1.0227 -0.1693
C -1.6015 -2.2369 0.1761
H 2.6571 -1.2099 0.9176
H 5.4580 1.0752 -5.7335
C 2.9899 1.5416 -4.7581
*
```

Entry 3:
ORCA calculation (wB97M-V/def2-TZVPD) on a molecular structure, C36H31N10O3S2Tc in a non-equilibrium geometry.

Results
Kohn-Sham gap (spin up / spin down) ... 0.2594 / 0.2448 Eh
LUMO level (spin up / spin down) ... -2.61 / -2.92 eV

```
! wB97M-V def2-TZVPD RIJCOSX def2/J DEFGRID3
* xyz 1 4
N 0.2203 -1.8757 0.2179
C 0.4614 -0.4948 -2.6777
C 0.0908 2.8253 -1.3201
H -0.1401 -0.7168 6.2693
H -4.7038 0.1835 1.8734
H 2.5424 3.2387 1.2251
C -4.1086 0.2454 0.9729
H 4.3257 4.9550 1.3312
C -0.0382 4.1158 -1.8106
H 0.2253 3.6020 -5.1677
C 0.1935 3.3937 -4.1067
C -1.7954 -7.3925 -0.3813
C 2.2948 4.2914 1.2555
C 0.3072 2.0666 -3.6552
N 0.1246 -0.1136 2.4718
C -2.7365 -4.7873 -0.5537
H 1.3617 8.0458 1.3647
H -4.6307 -5.6592 -1.0245
C 4.7628 -0.6685 -0.7079
H -1.8077 -2.2514 -0.2816
H -1.4296 -8.4074 -0.3139
H 0.4672 1.1724 -5.6124
H 6.5315 -1.6786 -0.3340
C 0.6203 6.0398 1.2694
C 1.2167 -0.3563 3.2113
N -1.9171 0.2689 -0.0004
N -4.7401 -9.1320 -1.1212
H -0.2010 4.9336 -1.1278
H 4.3827 -0.0636 -2.5960
H -2.1718 -0.3285 4.8975
C 0.5093 -0.2968 -4.0657
N 5.0408 -0.5512 -2.0158
S -0.3449 3.5065 1.1728
N 0.0721 2.4385 0.0161
Tc 0.2456 0.2883 0.2791
N 5.6781 -1.3034 0.0435
C -4.0235 -8.2551 -0.9323
C -4.7054 0.3075 -0.2549
C -1.4043 -5.0294 -0.2397
H 0.0945 -6.5445 0.0890
H 2.1492 -0.3574 2.6588
C 1.2681 -2.7391 0.4558
O -1.5352 4.2008 0.7464
H 0.6023 -1.1502 -4.7219
H 3.7347 7.3536 1.4008
C -0.0608 -0.5459 5.2044
H 0.5253 -1.4908 -2.2603
H 2.0931 -0.7488 5.1057
N 0.3575 0.4925 -1.8134
H -0.0829 5.4178 -3.5094
C 1.1759 -0.5693 4.5648
C -1.1873 -0.3220 4.4503
C 0.8290 -4.0138 0.3222
C -1.0544 -0.1018 3.0723
H -1.8865 0.3408 -2.0660
C 2.9539 6.6056 1.3543
C 1.6228 6.9963 1.3332
H 1.3533 -4.9434 0.4312
H 2.2488 -2.3667 0.6984
C -2.7026 0.2309 1.0869
O 1.5848 1.3130 1.2696
O -0.4194 2.8138 2.4281
C -3.5945 -5.8468 -0.7806
C 0.0226 4.3914 -3.1839
H 5.5098 -1.3828 1.0294
C -2.5370 0.3101 -1.2083
C -3.8916 0.3356 -1.3867
S 3.3658 0.0012 -0.0246
C 0.4382 0.9783 -4.5473
N -0.5132 -3.9382 -0.0030
H -5.7836 0.3150 -0.3403
H -0.4232 6.3244 1.2517
C -0.9355 -6.3330 -0.1539
N -2.2695 0.0943 2.4000
C 0.2726 1.7860 -2.2690
C 0.9673 4.6961 1.2349
H -3.1275 -3.7830 -0.6259
C -3.1287 -7.1552 -0.6957
C -0.8274 -2.6266 -0.0528
H -4.3011 0.3785 -2.3850
H 5.8861 -0.9030 -2.4315
H -2.8568 0.6726 2.9858
C 3.2869 5.2575 1.3154
*
```

Entry 4:
ORCA calculation (wB97M-V/def2-TZVPD) on a molecular structure, C36H32BBrN5O7Ru in a non-equilibrium geometry.

Results
Kohn-Sham gap (spin up / spin down) ... 0.1825 / 0.2135 Eh
LUMO level (spin up / spin down) ... 0.00 / -1.46 eV

```
! wB97M-V def2-TZVPD RIJCOSX def2/J DEFGRID3
* xyz 0 6
O -1.1175 -1.9776 1.2469
C 4.7144 -0.8942 -1.7798
C 0.1886 1.2977 2.8555
H -0.5132 2.0430 4.8280
O 1.8348 -0.4640 -1.5998
C -2.2372 -4.0647 1.9888
H -0.3631 5.9774 2.1427
H 0.8558 4.4994 0.5531
O -0.4939 -2.7320 -0.8057
C -2.0065 -2.2029 -4.4027
H -2.4330 -6.8192 0.0121
C 4.2323 3.2308 -0.2899
H 1.8061 2.6402 2.5262
C 1.6416 1.6134 2.8572
C -2.8156 3.7457 1.4374
C -4.1920 -1.8712 -3.2699
N -0.8410 -0.5013 -2.5410
C -2.9209 -0.0958 -1.4654
C -0.1186 -1.0433 -3.5058
H -4.0293 1.4316 3.4817
C -2.1753 -5.8102 0.3058
H -3.2547 1.4939 5.0715
C -2.1722 4.8217 2.0074
C -4.9010 -1.2581 -2.2625
C -0.6710 -1.8904 -4.4673
H 4.7597 2.6603 0.4712
H -3.9249 1.8306 -0.0053
H 2.0403 1.5022 3.8648
C 3.0297 2.4387 -0.7465
H -0.0328 -2.3077 -5.2340
H -2.5273 -3.7027 2.9662
Br -3.1158 5.9075 3.2508
C -1.1640 -3.7316 -0.1540
C -1.9310 1.0373 3.4738
Ru 0.0247 0.3280 -0.4512
H 4.9118 3.4686 -1.1081
C -2.1631 -0.7597 -2.4794
C -0.7234 1.5433 3.8974
H 1.9212 2.0170 -2.3687
H 3.2339 3.0899 -2.6919
C -1.4767 -5.0004 -0.5856
H -3.8545 3.5499 1.6753
C -2.8069 -1.6284 -3.3974
N 2.6674 2.5969 -2.0296
H -3.5615 -0.0655 4.2964
H 4.8541 -0.5233 -3.6352
H 7.7728 -1.5441 -0.4690
O 1.8270 -1.1420 0.4920
O -0.0804 2.4166 -0.5866
H 3.9222 -1.6613 1.4074
H -4.8851 0.0923 -0.5989
H -3.0902 -6.0122 2.2304
H -4.6808 -2.5375 -3.9693
N -1.7089 0.5288 2.2540
C -0.8519 5.1197 1.7016
C -3.2715 0.9718 4.1183
C -0.7711 3.1641 0.2397
H 6.7001 -0.8789 -2.5783
O 2.4020 1.7455 0.0492
C 5.9247 -1.6557 0.6219
H -5.9600 -1.4601 -2.1589
C 4.5537 -1.5004 0.5443
O 4.1556 -0.5723 -2.9750
H -2.3495 0.0211 1.6721
C -0.1747 4.2957 0.8199
H -1.2038 -5.3410 -1.5754
H 6.3892 -1.9482 1.5540
C -2.8375 1.8084 -0.0572
N -2.2368 0.8166 -0.7280
C -4.2915 -0.3719 -1.3749
C -1.5401 -3.2746 1.1040
C 6.6977 -1.4238 -0.5046
C 3.9246 -1.1118 -0.6367
H 2.1699 0.9560 2.1751
B -0.4727 -1.6469 0.0561
H 0.9397 -0.8254 -3.4960
C 6.0967 -1.0514 -1.6926
N -0.4349 0.6848 1.8506
H 3.8937 4.1646 0.1615
H -2.4548 -2.8857 -5.1142
C 2.4399 -0.8995 -0.5826
C -2.5474 -5.3545 1.5648
C -2.1446 2.8926 0.5482
*
```

Entry 5:
ORCA calculation (wB97M-V/def2-TZVPD) on a molecular structure, C36H32Br2N9O12S3Ti in a non-equilibrium geometry.

Results
Kohn-Sham gap ... 0.2312 Eh
LUMO level ... 0.15 eV

```
! wB97M-V def2-TZVPD RIJCOSX def2/J DEFGRID3
* xyz -1 1
C 3.0965 1.2176 -0.1090
C 6.3310 -0.7157 -0.0484
C 4.1784 0.1994 -0.4467
C -2.6549 0.7391 -1.7201
C 1.7250 -1.6619 2.5355
O -2.3394 3.3858 -0.6201
C 0.3081 7.3709 0.8393
C -2.8741 -0.9556 0.4361
H 3.0915 -0.6381 -2.1345
O 0.5789 -1.0939 -2.0377
H 2.2974 2.9943 -1.9812
C -5.3191 -0.7079 0.5662
H 2.8530 1.7096 -2.8560
O 4.0084 -4.5402 -0.6152
Br 2.8427 7.0967 -0.5817
C -1.4457 -0.3048 5.8333
O -0.2288 2.7457 -1.2226
S -6.0401 -1.7138 4.3163
N -5.1698 -1.0199 1.8470
O -5.0445 -2.7446 4.0378
C 2.6023 -4.7306 -3.0554
C -1.6376 -0.5669 -0.0667
C 5.0133 -1.5384 -1.8678
H 0.2948 -3.2190 0.0476
N -0.8976 6.9146 1.1219
N 0.7783 -2.0993 1.6973
S -0.6146 1.8209 2.3648
C 3.0747 -2.0770 2.3830
N -7.5302 -1.2385 2.1826
H -8.7111 -0.9440 0.5691
C -1.2960 5.7156 0.6693
H 0.6919 3.5550 -3.5929
C -1.3325 0.8727 3.5232
H 0.0964 -0.8350 -5.1438
C -3.9181 0.3739 -1.2826
H 1.2411 -3.6080 -1.8502
C 0.0496 -1.5839 -3.1165
C -0.3392 -0.5400 -4.1809
C 4.0105 -0.6692 -1.5431
C 2.3889 -3.2915 0.4498
H -6.7959 -0.3176 -0.9836
H -1.8649 0.1519 6.7183
O -0.0810 -2.8009 -3.2993
N 2.0937 -4.1653 -1.8007
N 2.0366 2.2601 -2.6321
H 4.8948 -2.1943 -2.7393
C -0.4530 4.8297 -0.0241
H -2.4975 1.4446 -2.5446
C -1.1073 3.5642 -0.6725
O -5.5666 -0.3954 4.7656
H 7.1875 -0.8195 0.6173
N -2.4081 0.0808 3.5986
H 4.2472 -4.8320 -2.1291
H 2.1124 -5.7095 -3.2513
H -0.8815 -1.1661 6.1638
H -1.4316 -0.4780 -4.2789
O 3.3333 2.3407 0.3027
O 1.8561 0.7201 -0.3176
N 0.2673 0.6654 -3.6567
H -2.3125 5.4649 0.8824
H 0.5817 8.3499 1.2220
C 2.8770 -4.0612 -0.7072
C 0.8216 5.2894 -0.3021
C -2.5664 -0.6975 4.8262
C 3.4088 -2.9233 1.3539
H 4.4009 -3.3575 1.2109
C -6.6241 -0.6498 0.0446
H 2.1003 3.1447 -4.6014
H 3.8339 -1.6905 3.0504
C 5.3898 0.2755 0.1995
H -3.5627 -0.4960 5.2504
Ti 0.5243 0.9151 -1.6222
C 1.1773 6.5443 0.0765
H 1.5383 4.6508 -0.8091
Br 7.4697 -2.9307 -1.4857
H -0.6979 -0.9460 0.3524
N -1.5328 0.2878 -1.0924
O 0.4423 1.5383 -5.7458
C 1.4045 2.7633 -3.8328
H 1.3999 -0.9936 3.3141
H -3.0895 0.0094 2.8059
S -0.3853 0.8831 5.0301
C 1.0953 -2.8791 0.6755
O 3.9619 -4.8627 -3.0859
C -4.0482 -0.4472 -0.1525
H -2.5415 -1.7683 4.5840
H 2.2799 -4.0614 -3.8785
C -7.6697 -0.9385 0.9011
H 5.5908 1.0823 0.9094
O -7.2363 -2.2048 5.0011
C 6.1920 -1.6230 -1.1033
C -6.2606 -1.2733 2.5699
C 0.6534 1.5818 -4.5251
H -2.9517 -1.6639 1.2444
H -4.7653 0.8349 -1.7446
*
```

Entry 6:
ORCA calculation (wB97M-V/def2-TZVPD) on a molecular structure, C36H32BrClN2O4P2Zn.

Results
Kohn-Sham gap ... 0.2476 Eh
LUMO level ... -0.69 eV

```
! wB97M-V def2-TZVPD RIJCOSX def2/J DEFGRID3
* xyz 0 1
H 6.3644 -2.4839 3.2197
C 2.0491 0.2374 1.8918
C -3.7017 0.0064 1.7022
N -3.4451 -0.6947 0.6146
C 1.8537 1.8581 -4.3582
H 1.6578 -2.8269 -4.4816
H -6.7984 -0.1600 -1.8098
H 3.4445 -2.7505 -2.4761
H -7.8375 -0.7972 -0.5342
H 0.1484 2.4772 -0.1598
C -1.0651 3.7770 1.0255
C -2.3514 4.1652 1.3788
C 2.0689 1.4098 -3.0619
H 1.0805 3.2357 3.1685
C 0.9890 1.0814 -2.2547
C -3.4360 3.5473 0.7748
C -5.7687 -0.5778 0.0215
O -0.8531 -2.2301 1.3743
C 1.6341 -2.2349 -1.2219
H 8.1938 -1.0894 2.3115
O -2.4582 -3.9240 1.8614
C 1.2583 2.1687 3.1200
H 0.3804 2.3214 -5.8481
H 4.0693 -2.2056 2.3961
H -7.0192 0.4451 1.4371
C 1.4895 -2.6097 -3.4373
C -4.9731 0.4226 2.0598
H -4.0846 2.0908 -0.6595
C -0.5207 1.6438 -4.0219
H 3.0883 -2.7488 0.2275
H -5.1322 0.9656 2.9799
C -3.2318 2.5495 -0.1693
C -0.9958 -2.3328 -3.4599
C 6.1562 -1.7501 2.4512
H -1.0569 -2.5332 -4.5212
H 0.8621 -0.6587 4.9387
C 2.3795 -2.5746 -2.4370
Cl -1.4913 -3.5012 0.9095
C -6.0113 0.1254 1.1966
C 1.1369 -0.0150 4.1128
C -0.3233 1.1938 -2.7135
C 7.1845 -0.9656 1.9401
H 1.4944 -2.3008 0.8824
C 1.6943 -0.5705 2.9703
C -1.9454 2.1266 -0.5116
H 5.4012 0.8555 -0.2886
C 0.1845 -2.3080 -2.8497
O -0.4697 -4.4770 0.7011
H 1.8452 -1.6422 2.9387
C 0.5554 1.9745 -4.8369
H 1.1737 0.7259 -1.2488
Zn -1.1920 -1.0620 -0.3563
O -2.1330 -3.1439 -0.3640
H -2.5046 4.9481 2.1109
C -4.4626 -0.9812 -0.2017
H 7.7121 0.5810 0.5512
C 2.2421 -2.0715 0.1265
C 6.9141 -0.0283 0.9561
N 0.3658 -2.0779 -1.4599
P 2.8860 -0.3201 0.3535
H 3.0761 1.3100 -2.6742
Br -2.2235 0.5238 2.7578
C 4.5766 -0.6488 0.9952
P -1.8158 0.7450 -1.7330
H -0.2091 4.2608 1.4825
H -4.2119 -1.5809 -1.0700
H -1.9139 -2.1496 -2.9166
C -6.8479 -0.8724 -0.9832
C 0.9234 1.3554 4.1928
H -1.5332 1.7281 -4.4006
H 2.0666 2.2463 1.1351
C 4.8620 -1.5912 1.9834
C 1.8127 1.6101 1.9765
H -4.4451 3.8508 1.0293
H 0.4790 1.7841 5.0829
H -6.7341 -1.8711 -1.4059
C -0.8639 2.7682 0.0944
C 5.6145 0.1265 0.4851
H 2.6922 2.1186 -4.9928
*
```

Total energy across the listed records, respectively: -2303.991318 -3254.212978 -3040.722140 -4885.326858 -9979.157545 -7297.517071 a.u..